1.
The following is a quantum chemistry calculation of a 6-piece molecular cluster, C32H53N2O15P overall in a non-equilibrium geometry, from OMol25.

Each line ends with the Löwdin charge.
Element x y z (Å)
C -3.79227 2.79556 -0.72873  0.037
C -4.69596 2.62646 -1.90283  -0.552
O -5.83934 2.96645 -1.85813  0.137
O -4.15078 2.07441 -3.01894  -0.016
C -4.50632 0.67334 -2.94967  -0.138
C -3.32137 -0.19687 -3.34776  -0.084
C -2.14155 0.20675 -2.48978  -0.205
C -1.29433 1.19087 -2.93426  0.046
C -0.20026 1.62496 -2.16516  -0.200
N 0.60289 2.60163 -2.67454  0.149
C 1.56419 2.93432 -1.86724  -0.112
C 1.78501 2.37958 -0.59210  -0.107
N 1.04150 1.43331 -0.10481  0.155
C 0.01766 1.04091 -0.92032  -0.215
C -0.83901 0.01770 -0.47840  -0.011
C -1.90479 -0.41321 -1.22877  -0.197
P -2.89972 -1.72351 -0.54206  0.466
O -2.72252 -2.93580 -1.34157  -0.252
O -4.45920 -1.37842 -0.49407  -0.101
O -2.45939 -2.00656 0.97787  -0.121
H -4.41765 2.68936 0.14367  0.081
H -2.97599 2.08220 -0.70323  0.066
H -3.34731 3.78242 -0.70968  0.098
H -4.68494 0.46351 -1.90257  0.092
H -5.40360 0.46303 -3.51669  0.137
H -3.07089 0.01812 -4.37549  0.112
H -3.55737 -1.23945 -3.18173  0.111
H -1.46731 1.66760 -3.88480  0.092
H 2.25109 3.69619 -2.20284  0.104
H 2.61220 2.77337 -0.01927  0.074
H -0.63752 -0.42069 0.48341  0.103
H -4.65621 -0.54282 -0.04493  0.082
H -3.25222 -1.95272 1.52722  0.057
C 4.80787 0.44720 4.16596  -0.070
C 4.71792 0.66150 2.66957  -0.221
O 3.73936 1.64343 2.29428  0.003
C 4.00491 2.95552 2.29313  -0.527
C 5.24159 3.46338 3.00159  0.013
O 3.22834 3.72171 1.78423  0.083
H 5.12268 1.35769 4.67821  0.069
H 5.52007 -0.33963 4.39369  0.068
H 3.84055 0.16730 4.57606  0.077
H 5.68792 0.91624 2.23948  0.114
H 4.39338 -0.25698 2.18464  0.125
H 4.97133 3.75277 4.01572  0.097
H 5.60238 4.33849 2.46711  0.090
H 6.05976 2.74962 3.03693  0.067
C 1.88366 -5.01975 -5.01404  -0.067
C 2.44450 -3.85533 -4.22347  -0.246
O 1.53697 -2.75663 -4.18099  -0.001
C 0.54139 -2.65515 -3.26927  -0.490
C 0.17810 -3.85590 -2.43066  0.016
O -0.07115 -1.62785 -3.20270  0.133
H 0.97932 -5.41774 -4.55429  0.067
H 2.61699 -5.82404 -5.08313  0.079
H 1.61876 -4.69772 -6.02094  0.083
H 2.74761 -4.14705 -3.21676  0.111
H 3.33589 -3.47363 -4.71924  0.120
H -0.63515 -4.39208 -2.91561  0.100
H -0.16850 -3.50440 -1.46435  0.075
H 1.00805 -4.53709 -2.25019  0.068
C -1.79456 4.49788 -9.18942  -0.066
C -2.37179 4.82107 -7.82668  -0.237
O -2.74625 3.64128 -7.11525  0.009
C -1.88439 2.92342 -6.37350  -0.501
C -0.40011 3.17950 -6.48902  0.024
O -2.31275 2.04333 -5.67905  0.096
H -0.87754 3.91418 -9.10929  0.067
H -1.57181 5.41417 -9.73669  0.080
H -2.50383 3.90622 -9.76776  0.083
H -1.70036 5.43746 -7.22749  0.114
H -3.29275 5.38880 -7.94550  0.122
H 0.01833 2.49262 -7.22337  0.099
H 0.05438 2.98384 -5.51873  0.074
H -0.14456 4.20068 -6.76197  0.070
C -2.32753 -1.72711 5.36654  -0.056
C -2.46227 -1.91917 3.87173  -0.248
O -3.39622 -0.99567 3.30588  -0.040
C -3.06307 0.25852 2.92497  -0.525
C -1.73172 0.83535 3.33850  0.028
O -3.87356 0.90105 2.31694  0.110
H -1.93382 -0.74031 5.61096  0.070
H -1.66016 -2.47838 5.78671  0.077
H -3.30162 -1.81389 5.84750  0.086
H -1.50321 -1.86735 3.35489  0.113
H -2.87269 -2.90739 3.66775  0.129
H -1.86365 1.39878 4.26132  0.099
H -1.39634 1.51009 2.55474  0.092
H -0.94888 0.09330 3.47623  0.077
C 2.34434 -2.98058 9.32439  -0.062
C 1.88799 -2.60448 7.93001  -0.240
O 2.93065 -1.98149 7.17809  0.003
C 3.85759 -2.67159 6.48713  -0.514
C 3.99673 -4.15970 6.71132  0.015
O 4.60129 -2.07116 5.76261  0.100
H 3.14935 -3.71487 9.29969  0.068
H 1.51647 -3.39829 9.89742  0.083
H 2.72489 -2.10242 9.84525  0.085
H 1.47345 -3.45496 7.38622  0.112
H 1.09774 -1.85939 7.99485  0.121
H 4.75974 -4.33094 7.46895  0.097
H 4.31591 -4.61407 5.77720  0.091
H 3.07544 -4.65422 7.00917  0.070

Properties
Orbital gap ... 0.315 Ha
Charge ... 0
SMILES ... CC(=O)OCCc1cc2nccnc2cc1P(=O)(O)O.CCOC(C)=O.CCOC(C)=O.CCOC(C)=O.CCOC(C)=O.CCOC(C)=O
Largest force on an atom ... 2.3 eV Å⁻¹

=====

2.
The following is a quantum chemistry calculation of a 2-piece molecular cluster, C5H14 overall in a non-equilibrium geometry, from OMol25.

Each line ends with the Löwdin charge.
Element x y z (Å)
C 1.04459 1.94130 1.37617  -0.133
C 1.32448 2.04680 -0.08822  -0.341
C 0.48186 1.30753 -1.13474  -0.114
H 1.52892 2.72846 1.95978  0.067
H -0.00756 2.08957 1.62806  0.072
H 1.40930 1.03744 1.86939  0.069
H 2.36198 1.86434 -0.38584  0.098
H 1.34184 3.11917 -0.36098  0.100
H 1.01167 1.35468 -2.08594  0.066
H -0.54402 1.63031 -1.29038  0.068
H 0.51951 0.25135 -0.84431  0.053
C -0.68669 -2.83409 0.14907  -0.161
C -2.05488 -2.23037 -0.29501  -0.159
H -0.72155 -3.05145 1.21245  0.056
H -0.46703 -3.72258 -0.43903  0.058
H 0.06418 -2.07986 -0.08471  0.039
H -2.71875 -3.03653 -0.60200  0.056
H -1.79921 -1.62087 -1.15339  0.049
H -2.47795 -1.67178 0.53471  0.058

Properties
Orbital gap ... 0.446 Ha
Charge ... 0
SMILES ... CCC.CC
Energy relative to the best compared isomer or geometry (same formula, charge and spin) ... 47.4 kJ/mol
Largest force on an atom ... 2.6 eV Å⁻¹

=====

3.
The following is a quantum chemistry calculation of C36H39IN6O3Sn as an isolated structure, from OMol25.

Each line ends with the Löwdin charge.
Element x y z (Å)
Sn -0.14312 -0.07635 -0.85771  1.103
C 3.86818 2.74967 2.81490  -0.090
C 3.30339 1.46720 2.92929  -0.170
N 2.01464 1.23790 2.88027  0.130
C 1.16397 2.27080 2.69726  -0.158
C 1.63212 3.61312 2.58542  -0.196
C 3.02876 3.81570 2.65183  -0.055
C 0.72450 4.67443 2.37123  -0.120
C -0.61285 4.38082 2.20736  -0.138
C -1.10277 3.08006 2.28776  -0.058
C -0.26403 1.97726 2.56612  -0.262
N -0.63216 0.70287 2.60168  0.095
C -1.84128 0.23119 2.93000  -0.233
C -2.73975 0.86159 3.81089  -0.057
C -3.94939 0.28016 4.19406  -0.132
C -4.33135 -0.95524 3.73251  -0.104
C -3.45677 -1.66495 2.87887  -0.179
C -3.77757 -2.94528 2.38016  -0.047
C -2.88066 -3.62066 1.59946  -0.082
C -1.63849 -3.01484 1.34011  -0.177
N -1.31823 -1.81617 1.75445  0.106
C -2.20188 -1.10973 2.49233  -0.155
H 4.94411 2.87678 2.83759  0.086
H 3.94257 0.59550 3.04465  0.093
H 3.41568 4.82492 2.54634  0.099
H 1.09270 5.69215 2.29529  0.079
H -1.30472 5.19265 2.00110  0.087
H -2.14818 2.89123 2.08353  0.100
H -2.46214 1.82426 4.21918  0.091
H -4.60875 0.82617 4.86311  0.085
H -5.28533 -1.39143 4.00973  0.083
H -4.74255 -3.37634 2.62979  0.101
H -3.11105 -4.59413 1.18099  0.091
H -0.88845 -3.53860 0.75088  0.102
O -3.56811 -0.50967 -0.50178  0.026
C -3.13401 -1.44481 -1.14816  -0.541
C -4.03542 -2.52974 -1.75798  -0.101
C -3.04838 -3.51529 -2.36033  -0.102
C -1.67539 -2.91124 -2.01402  -0.543
O -0.62664 -3.50105 -2.23204  0.002
N -1.82349 -1.69318 -1.43569  0.007
H -4.68836 -2.05704 -2.49360  0.106
H -4.66355 -2.95794 -0.97659  0.101
H -3.11946 -3.59386 -3.44658  0.106
H -3.11008 -4.52327 -1.94746  0.102
N 2.40801 3.72608 -1.75066  0.129
C 1.52317 2.93952 -1.06654  -0.166
N 1.98893 1.75726 -0.80469  0.070
C 3.26815 1.73921 -1.33196  -0.285
C 4.21961 0.72409 -1.32517  -0.030
C 5.41305 0.96710 -1.97768  -0.110
C 5.66945 2.18842 -2.61556  -0.121
C 4.74452 3.21803 -2.60403  -0.045
C 3.54573 2.97096 -1.94840  -0.228
H 2.23739 4.65871 -2.07572  0.146
H 0.54297 3.28273 -0.76994  0.118
H 4.00802 -0.21532 -0.82812  0.108
H 6.17218 0.19498 -2.00897  0.092
H 6.60984 2.32320 -3.13694  0.086
H 4.93860 4.16338 -3.09726  0.096
I 2.03295 0.20661 -4.29719  0.620
C 1.09009 -0.93528 -2.68034  -0.771
H 1.94097 -1.48721 -2.27790  -0.074
H 0.49584 -1.65470 -3.23754  -0.093
C -1.78607 0.36493 -4.30518  -0.113
C -1.31722 1.61475 -3.56382  -0.557
C -2.11320 2.82723 -4.06716  -0.112
C -1.43353 1.43288 -2.05343  -0.328
H -1.56763 0.43051 -5.37539  0.065
H -2.86615 0.23132 -4.17319  0.076
H -1.29212 -0.51816 -3.89955  0.037
H -0.27161 1.79750 -3.82362  0.027
H -3.17937 2.70632 -3.85071  0.070
H -1.99284 2.94544 -5.15129  0.060
H -1.76996 3.74810 -3.58717  0.060
H -2.46279 1.15078 -1.80784  0.023
H -1.26437 2.40379 -1.56868  0.007
C 2.77476 -3.89825 1.38304  -0.099
C 2.33738 -2.57537 1.99125  -0.329
O 2.82531 -1.52042 1.18609  -0.123
H 2.55290 -4.73177 2.05336  0.062
H 3.84982 -3.87476 1.18955  0.063
H 2.25888 -4.04929 0.43354  0.071
H 2.74529 -2.48269 3.00810  0.102
H 1.24756 -2.53630 2.06381  0.094
H 2.15660 -0.82017 1.17593  0.023

Properties
Orbital gap ... 0.179 Ha
Charge ... -2
Energy relative to the best compared isomer or geometry (same formula, charge and spin) ... 0.0 kJ/mol
Largest force on an atom ... 0.7 eV Å⁻¹

=====

Results for lowest unoccupied orbital energy: 0.21; 1.13; 4.10 (in eV, following the order of the records).
Results for HOMO level: -8.36; -11.02; -0.77 (in eV, following the order of the records).
Results for total energy: -2830.720464; -198.871112; -2461.555299 (in hartree, following the order of the records).